1.
50
Properties=species:S:1:pos:R:3:forces:R:3 method="wB97M-V/def2-TZVPD" lumo_ev=0.72 gap_ev=8.98 energy_ev=-32846.1774 charge=0 e_above_lowest_kj_mol=173.5 largest_force_ev_per_a=0.67
C 0.302878 2.331004 0.365111 -0.3 0.0 0.1
O 1.673964 2.016208 0.291983 0.5 -0.2 -0.1
C 2.038179 0.738440 -0.008479 0.0 0.0 0.0
C 1.133013 -0.277533 -0.264523 -0.1 0.3 0.1
C 1.579951 -1.561015 -0.559809 0.4 0.1 -0.2
C 0.576401 -2.673140 -0.766437 0.0 0.1 0.2
C -0.211301 -2.757508 0.520566 0.2 -0.4 -0.1
O 0.100686 -3.371514 1.501510 0.0 0.0 0.0
O -1.301066 -1.974193 0.443473 -0.4 0.3 -0.3
C -1.989208 -1.679194 1.656902 0.1 0.0 0.6
C -2.525092 -0.247263 1.561272 0.2 -0.5 0.0
O -2.075131 0.626915 2.280053 0.2 0.1 0.3
N -3.499802 -0.022250 0.663760 -0.4 0.2 -0.1
C -3.992539 -0.948126 -0.329972 0.1 -0.3 -0.3
C -3.582895 -0.473791 -1.726266 -0.3 0.0 0.1
C -4.117848 0.933577 -1.976255 0.3 0.0 0.0
C -3.630652 1.873873 -0.876851 -0.3 -0.1 0.0
C -4.017048 1.322820 0.494589 0.2 0.5 0.1
C 2.932455 -1.808302 -0.619114 -0.1 0.1 0.0
C 3.869618 -0.796415 -0.382286 -0.2 0.1 0.0
O 5.154914 -1.215638 -0.511580 -0.3 -0.1 0.0
C 6.244911 -0.352266 -0.273548 0.4 0.2 0.0
C 3.426287 0.488532 -0.056101 0.2 0.2 0.2
O 4.326329 1.515673 0.167563 -0.4 -0.3 -0.4
C 4.305283 2.084912 1.462773 0.0 0.1 0.3
H -0.187304 2.178442 -0.602191 0.0 0.0 0.0
H -0.212009 1.752820 1.138547 0.0 0.0 -0.1
H 0.261336 3.388538 0.622023 0.0 -0.1 0.0
H 0.073970 -0.084498 -0.225097 -0.1 0.1 0.0
H -0.097656 -2.438219 -1.590676 0.0 -0.1 0.0
H 1.089323 -3.615183 -0.949186 -0.1 0.0 0.0
H -2.792971 -2.403887 1.826958 0.1 0.1 -0.1
H -1.286332 -1.731974 2.494296 -0.2 0.1 -0.2
H -3.606598 -1.948421 -0.152400 -0.1 0.0 0.1
H -5.087032 -0.974875 -0.259274 0.1 -0.1 0.0
H -3.969466 -1.168341 -2.473126 0.0 -0.1 0.0
H -2.493187 -0.473220 -1.790948 0.1 -0.1 0.0
H -3.787440 1.293210 -2.951948 -0.1 0.0 0.0
H -5.210294 0.911223 -1.979069 -0.1 0.0 0.0
H -4.062716 2.867099 -1.002689 0.0 0.1 0.0
H -2.544572 1.967544 -0.927882 0.1 0.0 0.0
H -3.605584 1.940658 1.293890 -0.1 -0.1 -0.1
H -5.107839 1.288381 0.590207 0.0 0.0 0.0
H 3.314121 -2.790786 -0.844324 0.0 -0.2 0.0
H 7.128745 -0.942434 -0.517179 0.0 0.1 0.0
H 6.205522 0.534355 -0.908267 0.0 -0.1 0.1
H 6.296064 -0.045630 0.774259 0.0 0.0 -0.1
H 5.125697 2.800774 1.480650 0.0 0.0 0.1
H 3.364753 2.600206 1.664052 0.1 0.0 0.0
H 4.469185 1.320393 2.231023 0.0 0.0 -0.1

2.
66
Properties=species:S:1:pos:R:3:forces:R:3 method="wB97M-V/def2-TZVPD" lumo_ev=-0.45 gap_ev=9.67 energy_ev=-921971.1572 charge=0 e_above_lowest_kj_mol=104.1 largest_force_ev_per_a=2.15
O 0.144112 6.216098 1.977764 0.2 0.2 0.5
C -0.609907 5.568140 1.322759 0.0 0.1 -0.5
O -0.173541 4.547228 0.553254 0.0 -0.1 -0.4
C -1.240086 3.906013 -0.156136 -1.3 0.0 0.6
C -2.555577 4.503120 0.375758 -0.6 0.6 0.6
C -2.081831 5.778646 1.079297 -0.2 -0.2 0.2
H -1.148339 2.861675 0.128573 -0.1 -0.2 -0.6
H -1.261980 4.089529 -1.226694 0.9 -0.2 -0.1
H -3.104308 3.854520 1.063024 0.5 0.0 0.1
H -3.330007 4.756985 -0.349149 0.5 -0.2 -0.5
H -2.614927 5.974995 2.005706 0.1 0.2 0.0
H -2.129271 6.663129 0.440735 -0.2 0.0 0.0
O -0.013581 -1.786546 2.880397 -0.3 -0.1 0.3
C 0.951054 -1.170078 3.236094 0.3 -0.2 -0.3
O 1.695829 -0.513709 2.326188 0.0 0.0 0.3
C 2.855217 0.106004 2.938144 -0.3 0.1 -1.2
C 2.636483 0.062511 4.419084 -0.3 -0.4 0.7
C 1.565134 -1.016283 4.616755 0.0 0.2 -0.1
H 2.849367 1.109104 2.517746 0.4 0.0 0.3
H 3.732297 -0.443983 2.589572 0.0 0.1 0.1
H 2.241518 1.014032 4.771834 0.4 0.0 0.2
H 3.542192 -0.266227 4.923934 0.0 0.6 0.2
H 0.815976 -0.735699 5.352913 -0.1 -0.1 -0.1
H 2.015156 -1.948019 4.959018 -0.2 -0.2 -0.2
O 1.251939 -4.279191 -6.926065 -0.3 0.0 0.4
C 1.234794 -4.361161 -5.727074 0.0 -0.2 -1.0
O 1.938461 -3.514955 -4.969834 0.0 0.8 0.7
C 1.864258 -3.831796 -3.572474 1.3 -1.1 -0.1
C 1.109871 -5.177973 -3.478346 -1.4 0.7 0.5
C 0.626632 -5.469523 -4.893750 0.9 0.1 -0.3
H 1.456620 -3.026800 -2.965037 -0.5 0.1 -0.4
H 2.893337 -3.941923 -3.227071 0.0 0.0 -0.1
H 0.253132 -4.956110 -2.836324 0.0 -0.5 0.0
H 1.638343 -6.013268 -3.030011 0.4 0.2 0.0
H -0.446000 -5.554133 -5.034332 0.0 0.1 0.0
H 1.114981 -6.332838 -5.351699 -0.3 -0.3 0.3
C -0.485883 -0.421454 -0.177609 -1.4 0.5 1.5
Cl -2.146224 -0.006388 -0.721702 0.0 -0.1 -0.2
Cl 0.525652 -0.870504 -1.472799 0.6 -0.3 -0.7
H -0.172941 0.462436 0.373697 0.6 0.0 -0.4
H -0.618237 -1.196944 0.572898 0.3 -0.3 -0.3
C -2.439200 -3.506273 3.003469 -0.3 0.2 -0.2
Cl -4.065705 -2.825398 2.716156 0.3 0.1 0.0
Cl -2.545202 -5.259773 3.124195 0.2 -0.1 0.2
H -1.789148 -3.255124 2.175044 -0.2 0.0 -0.1
H -2.039616 -3.059820 3.905041 -0.1 -0.2 0.1
C -3.972321 0.754543 -3.689041 -0.6 0.7 -1.1
Br -3.671135 2.636246 -3.229188 0.0 -0.7 0.3
Br -3.525857 0.582094 -5.595018 0.0 -0.2 0.7
Br -5.833683 0.268140 -3.407929 0.5 0.1 0.1
H -3.367035 0.067965 -3.115434 0.2 0.3 0.1
C 2.441436 2.866365 -1.651491 -0.8 0.9 1.0
Br 2.627828 4.788781 -1.378677 0.2 -0.4 0.0
Br 0.836826 2.586467 -2.698536 0.6 -0.3 0.0
Br 2.277275 1.990072 0.126013 0.2 0.3 -1.1
H 3.348294 2.553589 -2.148989 -0.2 -0.4 0.0
C -3.562784 1.930655 3.769638 1.1 0.6 0.4
Br -3.489780 3.863378 4.050345 -0.1 -0.3 -0.1
Br -2.990605 1.090234 5.457278 -0.5 0.0 -0.9
Br -2.397266 1.434187 2.287542 -0.5 -0.1 0.6
H -4.579135 1.695940 3.490369 0.0 -0.3 0.2
C 4.274988 -1.088207 -1.344104 0.3 -0.4 -0.3
Br 3.573322 -2.256554 0.014433 0.1 0.1 0.0
Br 5.038072 -2.166765 -2.805851 -0.3 0.6 0.5
Br 5.567593 0.146611 -0.649184 0.1 0.0 0.0
H 3.463124 -0.476016 -1.715120 -0.1 -0.2 -0.2